{
  "formula": "C34H32BrCoO2Sb",
  "method": "ωB97M-V/def2-TZVPD",
  "species": ["Co", "C", "C", "C", "C", "C", "H", "H", "H", "H", "H", "C", "C", "C", "C", "C", "C", "C", "Sb", "C", "C", "C", "C", "C", "C", "C", "C", "C", "C", "C", "C", "C", "C", "H", "H", "H", "H", "H", "H", "H", "H", "H", "H", "H", "H", "H", "H", "H", "H", "H", "H", "H", "H", "H", "C", "H", "H", "Br", "C", "C", "C", "C", "C", "C", "C", "O", "O", "H", "H", "H", "H"],
  "positions_angstrom": [[0.573426, -0.300638, 0.835164], [0.150108, 1.117615, 2.763513], [0.429118, 1.932043, 1.651548], [-0.517191, 1.643035, 0.653338], [-1.400583, 0.662000, 1.165239], [-0.986611, 0.341903, 2.474064], [0.679338, 1.138881, 3.703224], [1.189132, 2.695580, 1.601279], [-0.640252, 2.159932, -0.286350], [-2.319601, 0.346846, 0.691096], [-1.503859, -0.313307, 3.160447], [-1.854530, 1.054574, -6.159685], [-2.796617, 1.745171, -5.210274], [-3.480347, 2.882402, -5.626023], [-4.303892, 3.572204, -4.750865], [-4.441924, 3.115389, -3.451946], [-3.757070, 1.979291, -3.049304], [-2.924832, 1.261974, -3.902631], [-1.406211, -0.437488, -2.158275], [-0.375214, -1.519154, -3.728208], [-0.735657, -2.803559, -4.099087], [-0.041349, -3.494788, -5.077391], [1.054537, -2.904619, -5.679625], [1.460199, -1.645552, -5.267354], [0.763650, -0.945985, -4.293518], [1.257148, 0.382718, -3.813855], [-3.025930, -1.869595, -1.784132], [-3.141704, -2.283726, -0.464761], [-4.213573, -3.042262, -0.026911], [-5.183055, -3.431928, -0.930803], [-5.065345, -3.049770, -2.256566], [-4.014592, -2.249802, -2.694479], [-3.973129, -1.795508, -4.118828], [-2.057613, 1.312162, -7.200338], [-1.912698, -0.024058, -6.034382], [-0.831752, 1.357512, -5.933828], [-3.368540, 3.240524, -6.647403], [-4.816774, 4.473241, -5.078139], [-5.083355, 3.645045, -2.753456], [-3.860555, 1.641796, -2.019990], [-1.570740, -3.281741, -3.602606], [-0.354130, -4.491507, -5.366267], [1.617265, -3.439871, -6.435534], [2.343173, -1.203058, -5.713343], [2.108039, 0.726099, -4.400403], [1.565656, 0.308332, -2.770929], [0.463312, 1.126267, -3.865676], [-2.382424, -1.998704, 0.249986], [-4.294813, -3.313523, 1.018538], [-6.027547, -4.028610, -0.607221], [-5.824234, -3.373624, -2.960452], [-4.767468, -2.253498, -4.705869], [-3.016819, -2.035289, -4.574451], [-4.076332, -0.710859, -4.156747], [0.065291, -1.359988, -0.747030], [-0.345083, -2.348669, -0.507913], [0.957690, -1.520262, -1.364531], [5.667636, -5.226962, 3.327362], [5.355556, -3.876963, 1.981116], [6.309843, -3.738284, 0.975955], [6.063171, -2.779054, -0.015243], [4.941128, -1.996903, 0.029876], [3.986747, -2.149087, 1.060275], [4.212820, -3.137410, 2.043926], [2.792349, -1.320040, 1.104206], [1.862373, -1.583563, 1.934790], [2.649094, -0.357766, 0.284980], [7.193094, -4.356758, 0.952389], [6.774782, -2.683054, -0.826738], [4.743880, -1.251816, -0.725151], [3.463801, -3.275595, 2.807199]],
  "atomic_forces_ev_per_a": [[-0.95, 0.87, 0.19], [0.14, -0.07, 0.19], [-0.10, 0.17, -0.15], [-0.02, 0.68, -0.26], [-0.08, -0.24, 0.01], [-0.35, -0.06, 0.26], [0.15, -0.17, 0.01], [0.20, -0.13, -0.10], [0.08, -0.11, -0.05], [0.16, -0.18, -0.08], [0.12, -0.13, -0.08], [-0.08, 0.06, -0.04], [-0.22, 0.26, 0.12], [0.11, 0.05, -0.29], [-0.18, 0.33, -0.10], [-0.24, 0.15, 0.26], [0.16, -0.02, -0.27], [0.25, -0.65, -0.16], [0.44, 0.22, 0.83], [-0.40, 0.19, 0.24], [-0.08, -0.12, 0.00], [0.01, -0.19, -0.11], [0.12, -0.15, -0.04], [0.16, -0.01, -0.16], [0.06, -0.06, -0.13], [0.02, 0.07, -0.02], [0.51, 0.36, -0.15], [0.06, -0.01, 0.25], [-0.09, -0.05, 0.19], [-0.08, -0.10, 0.04], [-0.16, -0.09, 0.00], [-0.14, -0.12, -0.13], [-0.22, 0.02, -0.08], [-0.01, 0.01, -0.16], [0.06, -0.14, 0.01], [0.18, -0.08, -0.04], [0.01, 0.08, -0.08], [-0.03, -0.05, 0.00], [-0.06, 0.08, 0.03], [-0.04, -0.01, 0.25], [-0.07, -0.05, 0.00], [0.00, -0.05, 0.00], [0.00, 0.02, -0.06], [0.07, 0.08, -0.02], [0.06, 0.05, -0.06], [0.05, 0.05, 0.14], [-0.08, 0.15, 0.00], [0.13, 0.05, 0.07], [0.03, -0.06, 0.04], [-0.04, -0.04, -0.01], [-0.01, 0.06, -0.11], [-0.12, -0.13, -0.06], [0.04, 0.08, -0.13], [0.08, -0.01, -0.09], [-0.36, -0.07, 0.07], [0.17, -0.20, 0.12], [0.09, -0.08, 0.06], [-0.04, 0.21, -0.18], [1.03, -0.80, -0.03], [-0.61, 0.47, -0.10], [0.77, -0.87, 0.37], [-1.25, 0.40, 0.61], [2.14, -1.28, -0.05], [-0.76, 1.10, -0.64], [-2.62, 1.68, -0.03], [1.15, -0.63, -0.54], [0.77, -0.93, 0.38], [0.04, -0.06, 0.03], [-0.01, 0.09, 0.00], [-0.06, 0.08, -0.05], [-0.04, 0.00, 0.09]],
  "mulliken_charge": [0.06, -0.69, -0.57, -0.55, -0.77, -0.70, 0.44, 0.45, 0.46, 0.67, 0.39, -1.36, 0.67, -0.50, -0.33, -0.75, -0.22, -0.28, 0.84, 1.17, -1.00, -0.72, -0.66, -0.69, 0.91, -1.73, 0.40, -0.53, -0.94, -0.56, -0.64, 0.71, -0.87, 0.39, 0.11, 0.13, 0.28, 0.30, 0.37, 0.18, 0.48, 0.36, 0.33, 0.31, 0.45, 0.22, 0.26, 0.29, 0.41, 0.33, 0.32, 0.41, 0.02, 0.01, -1.07, 0.63, 0.64, -0.26, 0.10, -0.41, -0.48, -0.50, 0.08, -0.35, 1.39, -0.81, -0.76, 0.39, 0.36, 0.45, 0.55],
  "charge": -2,
  "lumo_energy_ev": [3.62, 3.62],
  "de_lowest_ev": 0.9902,
  "total_energy_ev": -154076.894,
  "multiplicity": 2,
  "fmax_ev_per_a": 3.115,
  "e_homo_ev": [0.0, 0.0]
}